(1)
{
  "formula": "C4H6ClNOS",
  "method": "ωB97M-V/def2-TZVPD",
  "e_tot_ha": -1144.2843,
  "de_lowest_kj_mol": 325.7,
  "homo_ev": [-8.2, -8.2],
  "smiles": "C=N/C(Cl)=C\\C=S.O",
  "charge": 0,
  "e_lumo_ev": [-1.10, -1.10],
  "gap_ev": [7.08, 7.08],
  "symbols": ["C", "N", "C", "Cl", "C", "C", "S", "H", "H", "H", "H", "O", "H", "H"],
  "coordinates": [[0.629, -0.029, -2.381], [0.214, 0.218, -1.215], [0.730, 0.993, -0.268], [2.421, 0.901, -0.002], [-0.021, 1.586, 0.734], [-1.371, 1.685, 0.669], [-2.162, 1.085, -0.699], [1.284, 0.710, -2.768], [0.416, -0.946, -2.859], [0.642, 1.946, 1.582], [-1.844, 2.031, 1.486], [-0.525, -1.462, 1.389], [-0.361, -1.220, 2.316], [-0.373, -0.796, 0.809]],
  "lowdin_charge": [0.020, -0.115, -0.776, 0.747, -0.274, -0.566, 0.720, 0.080, 0.084, 0.121, 0.018, -0.023, 0.060, -0.097]
}

(2)
{
  "formula": "CH2O2S",
  "method": "ωB97M-V/def2-TZVPD",
  "e_tot_ha": -587.7314,
  "de_lowest_kj_mol": 670.6,
  "homo_ev": [-10.1, -10.0],
  "smiles": "C#S(=O)O",
  "charge": 0,
  "e_lumo_ev": [-2.38, -2.09],
  "gap_ev": [7.76, 7.93],
  "symbols": ["C", "S", "O", "O", "H", "H"],
  "coordinates": [[-0.453, 0.290, 1.598], [1.164, 0.352, 1.202], [1.615, 1.181, 2.415], [0.944, 0.765, -0.576], [-1.296, 0.835, 1.130], [0.789, -0.153, -0.909]],
  "lowdin_charge": [-0.057, 0.863, -0.480, -0.378, 0.021, 0.031]
}